Entry 1:
# C19H36NO2

A gas-phase ion, C19H36NO2 (charge +1) in a non-equilibrium geometry (ωB97M-V/def2-TZVPD, the OMol25 dataset).

Structure (XYZ):
```
58
Properties=species:S:1:pos:R:3:mulliken_charge:R:1
C -4.5632 1.8548 -0.4802 -0.544
H 1.8224 1.5020 -0.8770 0.096
H -5.0831 2.5564 -1.1280 0.393
H 3.6111 0.7343 -1.7694 0.296
C 3.3717 2.6962 0.0503 -1.109
H 4.9950 -1.1264 0.7507 0.372
H 1.4906 2.5204 1.9719 0.463
C -4.0309 0.6743 -1.2895 -0.581
O -0.7248 -0.5493 1.0141 -0.250
H -3.0160 0.8077 -1.6587 0.326
C 0.7007 -0.6069 0.7049 0.289
H 4.0975 0.8163 0.8065 -0.014
O -1.3572 -0.5837 -1.1448 -0.629
C 4.8031 -1.4742 -0.2662 -1.012
H 5.3410 -0.8591 -2.2599 0.358
H 1.3710 3.1549 -0.5187 0.341
H -3.1258 -1.3016 1.3191 0.415
C 1.3845 0.4133 1.6093 -0.545
H 3.1233 -1.8165 1.7140 0.384
H 0.0988 2.0256 1.0206 0.277
H -4.6841 0.4671 -2.1380 0.519
C 4.3953 1.5569 0.0687 -0.078
C 5.3471 -0.4346 -1.2537 -1.104
C 1.1457 -2.0624 0.9093 -1.397
H -3.0693 0.4597 1.2075 0.367
H 3.4638 3.2678 0.9763 0.380
H 5.3556 1.9628 0.3934 0.418
H -6.1960 -0.6179 -0.3608 0.443
H 0.8030 -0.3282 -0.3476 0.592
H -4.1652 -2.6039 -0.4108 0.393
H -6.5357 1.5569 0.4242 0.364
C -3.0105 -0.4629 0.6286 -1.031
C 2.6597 -2.2869 0.8453 -1.068
H 3.1442 -2.4464 -1.2566 0.478
C -1.5838 -0.5448 0.0367 0.789
H 2.4473 0.1983 1.6391 0.126
H 6.3874 -0.2358 -0.9887 0.409
N -4.1015 -0.4955 -0.3703 0.179
H 3.6338 3.3679 -0.7704 0.385
H -3.1285 -1.8548 -1.6456 0.320
C 3.3061 -1.7490 -0.4338 0.623
H 5.1299 1.5788 -1.9486 0.466
H 0.9873 0.2846 2.6182 0.475
C 1.1724 1.8633 1.1608 -0.855
H 2.8203 -0.8154 -0.6991 -0.530
H 0.7833 -2.3926 1.8857 0.374
H 0.6566 -2.6703 0.1436 0.334
H 5.3672 -2.3999 -0.3910 0.501
C -4.0698 -1.7706 -1.1048 -0.964
C 1.9019 2.2856 -0.1231 -0.312
H 2.8459 -3.3583 0.9340 0.484
C -5.4064 -0.2860 0.3147 -0.528
H -3.7556 2.4019 0.0038 0.294
H -5.4621 -0.8753 1.2291 0.311
C -5.5099 1.2216 0.5578 -0.621
H -4.8898 -1.8114 -1.8189 0.461
H -5.2156 1.4839 1.5728 0.332
C 4.5818 0.8944 -1.2975 -0.657
```

Properties
Net charge = +1
Strongest force on any atom = 1.15 eV/A
SMILES = C[N+]1(CC(=O)OC2CCCCCCCCCCC2)CCCC1
Frontier orbital gap = 10.3 eV
HOMO = -12.72 eV
Energy above the lowest of the compared OMol25 structures with the same formula, charge and spin = 0.00 kcal per mole

---

Entry 2:
# C19H37Be2BrCaCsFN2NaO11P

A molecular structure, C19H37Be2BrCaCsFN2NaO11P in a non-equilibrium geometry (ωB97M-V/def2-TZVPD, the OMol25 dataset).

Structure (XYZ):
```
77
Properties=species:S:1:pos:R:3:mulliken_charge:R:1
H 0.7929 -1.5153 -2.9063 0.289
C 3.2348 1.5765 2.5931 -1.407
Be 0.8150 2.9027 4.6497 0.042
H 5.9199 4.9758 3.2850 0.258
C -1.3520 -1.1530 -2.8717 0.975
C 1.7558 1.3366 2.2834 0.431
O 7.4183 3.5080 1.6142 -0.669
C -2.2979 -0.2763 -3.7078 -1.589
C -3.0257 -0.9125 0.4839 -1.233
H -2.2577 -0.6496 1.2090 -0.009
C 1.1469 3.1615 -0.4865 0.117
H -2.5551 1.7228 -1.6898 0.172
C 0.6921 -0.5926 1.1794 -0.216
F 2.1663 -2.3565 2.2572 -0.299
H -0.9756 1.4594 1.3232 -0.703
H -1.8980 1.5282 -0.0780 -0.280
O 3.9715 0.3703 2.5227 0.076
C 0.0587 -0.8696 -3.3833 -1.966
C -2.7550 -0.3089 -0.8790 1.745
H 7.1561 6.0022 2.5452 0.322
H -3.6370 1.6032 -0.2999 0.474
C 1.0084 -1.6350 2.2953 0.013
H 4.4668 -0.3320 0.7528 0.263
H 0.3407 0.1677 -3.1940 0.359
O -3.9824 -5.7435 -0.0960 -0.316
Br 6.3767 -0.0708 3.5316 -0.361
H -5.2628 -2.9842 0.3998 0.320
H -2.2537 -0.5645 -4.7655 0.742
C -3.9549 -0.6571 -1.7801 -1.441
C -3.7615 -0.2686 -3.2481 -0.735
O -1.4653 -5.8042 -0.1942 -0.601
H 3.5947 2.2311 1.8082 0.477
C -2.7072 1.2238 -0.7279 -0.814
H -4.6292 -3.6693 -0.7960 0.227
H -2.6650 -2.9112 -2.7827 0.266
Na -0.0711 -6.6305 -1.4348 0.976
H -4.8494 -0.1740 -1.3899 0.810
H 0.1150 -1.0412 -4.4578 0.491
H -1.9214 0.7534 -3.6730 0.827
O -5.4761 -3.3623 -0.4584 -0.559
O -2.8111 -7.9318 -0.1593 -0.349
H 3.3875 2.1014 3.5231 0.315
Be 6.2434 0.9334 1.6363 0.310
H -4.1695 -1.7200 -1.7257 -0.013
H -0.3485 -0.3185 1.2743 -0.288
H 1.6293 3.4754 2.5576 0.699
N 1.6325 0.4596 1.1229 -0.189
Cs -3.9323 1.9967 -4.8962 1.059
O -0.2466 2.8320 2.7148 -0.629
H -3.9737 -0.5364 0.8654 0.490
H -1.5579 -2.8805 -4.1459 0.492
H 1.6784 0.9115 0.2229 0.458
C 1.0593 2.6862 2.0826 0.370
H -0.9577 -3.2623 -2.5408 0.190
H -4.1707 0.7175 -3.4135 0.269
H -0.8441 0.8920 2.9826 0.338
O -0.6262 -1.3197 -0.6516 -0.056
C 6.4361 4.4126 1.2391 0.218
H 1.3760 0.8989 3.1949 0.739
H 0.7641 -1.1346 0.1917 0.745
P -2.7832 -6.4971 -0.6565 0.623
C 1.0000 2.9798 0.6845 -1.583
H -4.3540 -0.9471 -3.8771 0.561
N -1.4388 -0.7013 -1.4686 0.129
C 6.2391 5.4487 2.3564 -1.093
Ca 0.3235 -3.3933 0.7926 1.443
O 4.7861 0.2662 1.4353 0.084
H 5.4681 6.1716 2.0668 0.336
H 5.4244 4.0005 1.0424 -0.178
C -1.0732 1.7490 2.3567 0.009
H -2.0963 1.9963 2.5642 0.449
O 0.2268 -1.7547 3.1407 -0.372
O -2.8433 -6.4959 -2.1815 -0.365
C -1.6567 -2.6342 -3.0893 -1.497
H -3.0898 -1.9982 0.4339 0.002
H 1.3843 3.5692 -1.4235 0.561
H 6.6381 4.9870 0.3147 0.249
```

Properties
Net charge = +2
Strongest force on any atom = 4.70 eV/A
Frontier orbital gap = 1.0 eV
HOMO = -10.71 eV

---

Entry 3:
# C19H37F3N5O4PtSSi3

A molecular structure, C19H37F3N5O4PtSSi3 in a non-equilibrium geometry (ωB97M-V/def2-TZVPD, the OMol25 dataset).

Structure (XYZ):
```
73
Properties=species:S:1:pos:R:3:mulliken_charge:R:1
H 4.3617 -1.7924 -1.7447 0.197
H -0.2595 0.7083 -4.0978 0.325
H 1.9853 3.4447 -2.0705 0.272
C -2.8626 1.9814 2.2677 0.774
H 2.9638 -1.4445 -3.7381 0.259
S -1.2214 1.2598 2.0926 -0.322
H -1.9769 2.9624 -0.9471 0.311
O -0.2687 -0.7808 3.2151 -0.356
H 3.9990 -1.9610 -0.0066 -0.141
F -2.1649 -2.7301 4.1155 -0.276
C 1.4909 -2.5365 1.5873 0.245
H 3.3100 2.1776 0.8213 0.310
H 3.9020 1.0894 -3.0823 0.269
F -3.3746 -3.2313 2.3849 -0.285
C -0.2270 -4.2260 2.1050 -0.483
C -2.8594 -2.2238 3.0936 0.433
F -3.8990 -1.5227 3.6088 -0.283
C 4.1695 1.3915 -2.0582 -1.214
H -2.9249 1.4632 -0.9032 0.198
H 2.7540 0.6663 1.5687 0.196
C 1.8831 -1.6189 -3.8506 -1.103
H -0.1524 2.4787 -3.9894 0.351
N -1.5577 -0.1671 3.0720 -0.293
C 1.5516 -3.2597 -1.4303 -0.999
H -5.8385 0.7002 2.3950 0.316
H -3.3423 -0.2827 1.3262 0.616
H 3.8836 2.4448 -1.9327 0.298
H 2.5936 -3.2764 -1.0877 0.235
H 5.4037 -1.0042 -0.5343 0.398
C 0.2064 -2.8874 1.9613 -0.683
H -1.0545 -2.7032 -2.8403 0.435
Si 0.6026 1.3997 -1.8565 0.411
C -3.8555 4.2355 2.8857 -1.025
H 1.3187 1.5087 -4.2228 0.316
H 1.4850 -0.8278 -4.5007 0.312
H -1.1760 -0.9390 -3.0749 0.137
H -2.3034 2.0746 -2.4520 0.310
O -0.9211 1.1766 -1.1738 -0.170
H -1.3338 -1.6271 -1.4537 0.107
Pt 0.3540 -0.5308 0.4821 0.398
N -2.7693 3.3210 2.5597 -0.194
C 4.3663 -1.2734 -0.7747 -0.923
H 1.7473 -2.5833 -4.3650 0.402
C 3.4797 1.0945 0.8750 -1.166
H -1.8546 3.5965 2.8685 0.235
H 1.4349 -4.0184 -2.2155 0.483
H 5.2637 1.3276 -1.9595 0.402
H -4.1667 4.1651 3.9289 0.316
C -0.7983 -1.7259 -2.4077 -0.864
C -2.0803 1.9608 -1.3842 -1.118
H -4.7154 4.0504 2.2543 0.348
H -3.5188 5.2532 2.6951 0.333
C 0.3456 1.5384 -3.7120 -1.288
H 3.3559 -3.1482 1.1586 0.368
C 1.2387 3.0862 -1.3518 -1.220
Si 3.3033 0.2710 -0.8043 0.657
O -2.7208 -1.0029 1.0582 -0.420
H 1.6999 3.0677 -0.3555 0.178
C -0.5200 -1.6392 1.9952 -0.326
H -5.6876 2.1958 1.4814 0.369
H 0.9081 -3.5379 -0.5884 0.215
H 2.3440 -4.3550 1.8411 0.284
C -2.0060 -1.3104 2.1879 1.551
H -5.3891 2.1791 3.2294 0.421
H 4.4823 0.9264 1.2940 0.414
H 0.4145 3.8130 -1.3308 0.424
Si 1.0588 -1.6050 -2.1484 0.360
C 1.5604 -0.0187 -1.3032 0.802
N 2.5487 -3.3776 1.7135 -0.205
O 1.6618 -1.3522 1.0950 -0.303
N -0.4988 -5.3500 2.1934 -0.711
N -3.8732 1.2456 2.0327 -0.197
C -5.2595 1.6158 2.3046 -1.424
```

Properties
Net charge = -1
Strongest force on any atom = 14.43 eV/A
Frontier orbital gap = 6.2 eV
HOMO = -3.99 eV
Energy above the lowest of the compared OMol25 structures with the same formula, charge and spin = 192.62 kcal per mole

---

Entry 4:
# C19H37F5N5O4PdS2Si4Te2

A molecular structure, C19H37F5N5O4PdS2Si4Te2 in a non-equilibrium geometry (ωB97M-V/def2-TZVPD, the OMol25 dataset).

Structure (XYZ):
```
79
Properties=species:S:1:pos:R:3:mulliken_charge:R:1
H -4.8027 -6.0808 -1.1955 0.346
F -1.7812 0.2282 -3.0713 -0.420
C 2.0407 2.2783 -1.5307 0.649
H 0.8279 -0.6083 3.6980 0.200
N 4.1349 0.4310 1.6266 0.455
Te -0.5777 -3.5308 1.4484 -0.264
C -0.0033 -4.7415 -4.1677 -0.810
H 1.4035 2.2535 -4.8291 0.437
C 1.9176 2.4481 -3.8972 -0.715
S 2.6738 -1.0107 -0.1113 -0.518
C 0.6151 -4.7264 4.5104 -1.081
H 1.3447 -7.5658 -2.8441 0.478
N 2.4712 2.4037 0.7964 -0.416
H -0.3869 -5.0364 4.8110 0.291
H 1.3412 -5.2398 5.1458 0.375
F -1.7848 -2.2085 -3.7632 -0.512
C 2.7004 -4.7381 2.2386 -0.956
H -0.8039 -5.3567 -4.5777 0.325
H 2.2288 0.3229 5.3247 0.387
C 3.0137 0.7269 3.3732 1.382
C 0.5003 -7.1459 -2.2832 -1.009
H 0.4156 1.4806 -2.6948 0.713
H 3.5257 3.4907 -4.8550 0.406
H 4.8039 0.7294 0.9306 0.398
H 0.3333 0.1290 2.2868 0.220
H 3.1013 -5.4932 1.5595 0.357
H -3.2116 -6.7198 2.7691 0.298
H 2.2760 -4.9795 -0.8434 0.232
C 3.2274 2.9872 -1.5597 -0.012
Si 0.9350 -5.1320 2.7206 0.587
Pd 0.4565 -0.5510 -0.6078 0.989
C -3.9056 -6.7056 1.9275 -1.086
N 0.9855 -0.5394 2.6996 -0.749
C -4.2374 -7.0112 -1.1367 -1.192
H 2.7900 -3.7650 1.7520 0.188
H -4.9506 -7.8309 -1.0207 0.389
H 3.3337 -4.7299 3.1289 0.398
H 4.7216 3.9963 -2.7316 0.473
F -0.3376 -2.1974 -1.8626 -0.173
S 3.7828 3.1596 0.1126 1.215
H 0.6627 -7.1756 1.3085 0.076
Si -3.0418 -7.0111 0.3033 0.442
H -3.7205 -7.1593 -2.0873 0.330
H 1.6817 1.8421 4.5877 0.329
Te -2.2060 -1.3081 -2.0924 1.459
H 1.3627 -3.4852 -1.1192 -0.426
N 2.2707 -0.0423 2.4998 0.664
C 2.5305 1.1662 4.7014 -1.497
H 2.5270 -4.0343 -2.3249 0.463
C 1.7813 -4.3723 -1.5997 -0.172
N 4.1656 1.0060 2.8539 -0.829
O -1.5920 -0.5365 -0.5320 -0.965
C -2.0370 -8.5802 0.3042 -0.921
H -0.3190 -3.6966 -4.1523 0.140
F -1.0553 -4.9683 -1.5517 0.072
H 3.3361 1.6965 5.2016 0.357
O 0.6433 1.2359 0.2117 -0.887
H 0.6313 -7.4558 -1.2446 0.190
C 1.3616 2.0030 -2.7035 -0.597
Si 0.4952 -5.3093 -2.5037 0.347
C 3.7951 3.4385 -2.7306 -0.767
H 1.1352 -7.5601 2.9660 0.498
H -1.5108 -8.7304 -0.6395 0.265
C 3.1178 3.1521 -3.9118 -0.472
H -1.3132 -8.6386 1.1188 0.309
H -0.4039 -7.5922 -2.7001 0.318
H -0.5390 -7.1242 2.6164 0.126
H -4.6554 -7.4811 2.1000 0.402
C 0.5001 -6.9099 2.3580 -0.842
O 3.8416 4.5291 0.5075 -0.656
F -3.1640 -4.0053 -0.3915 -0.244
C 2.9907 -0.1946 1.3686 -0.303
H -2.7336 -9.4152 0.4212 0.406
H 0.8597 -4.8209 -4.8357 0.391
H 0.7021 -3.6546 4.6994 0.263
C 1.6837 1.9505 -0.1204 0.554
Si -1.9220 -4.9557 -0.0391 0.262
O 4.9255 2.3120 0.3328 -0.713
H -4.4180 -5.7416 1.9266 0.351
```

Properties
Net charge = +1
Strongest force on any atom = 1.51 eV/A
Frontier orbital gap = 7.5 eV
HOMO = -11.13 eV
Energy above the lowest of the compared OMol25 structures with the same formula, charge and spin = 2.39 kcal per mole